No. 1
Computed, not measured: a molecular structure, C15H28IOP2Yb in a non-equilibrium geometry, with ωB97M-V with the def2-TZVPD basis set.

```
48
Properties=species:S:1:pos:R:3:forces:R:3:lowdin_spin:R:1
C -0.079024 -0.071620 -6.285934 0.066 -0.047 -0.261 0.000
I -1.148125 -0.048830 -4.371730 0.071 -0.019 -1.267 0.000
H 0.990029 0.049619 -6.100767 -0.314 -0.009 0.103 0.000
H -0.470552 0.752845 -6.886297 -0.016 -0.124 0.352 0.000
H -0.289186 -1.028406 -6.771797 -0.049 0.197 0.349 0.000
Yb 0.741428 -0.151909 -2.084625 0.980 0.003 0.454 0.002
P 0.079117 2.366997 -0.932948 0.160 1.359 0.308 0.006
C -1.386058 3.401568 -1.270147 -0.367 -0.262 -0.122 0.000
C 0.729072 3.277544 0.515742 0.261 -0.307 0.273 0.007
H 0.714604 4.363153 0.334153 0.007 -0.378 -0.066 0.001
H 1.189997 4.065959 -2.219150 0.221 -0.197 -0.202 0.000
H 1.757979 2.957237 0.732645 -0.272 0.129 0.036 0.000
H 2.226282 2.615976 -2.092366 -0.121 0.172 -0.121 0.000
H -2.116582 3.251465 -0.461332 0.122 0.092 -0.314 0.000
H 0.104261 3.052577 1.390602 0.190 0.030 -0.196 0.003
C 1.197096 2.969739 -2.258344 0.121 0.078 -0.058 0.002
H -1.096905 4.466527 -1.304874 -0.080 -0.481 0.013 0.000
H 0.842364 2.658858 -3.252324 0.107 0.109 0.122 0.000
H -1.835757 3.111363 -2.229360 -0.040 0.160 0.258 0.000
P 0.150936 -2.500962 -0.584805 0.077 -1.418 0.462 0.008
C -1.313706 -3.577726 -0.785777 -0.412 0.299 -0.191 0.001
C 1.245104 -3.254247 -1.851397 0.175 -0.050 -0.063 0.002
H 1.827180 -2.870601 1.141315 -0.257 -0.129 0.067 0.001
H 0.856454 -4.352917 0.863457 -0.045 0.371 -0.142 0.001
H 0.175494 -2.984373 1.792401 0.192 -0.019 -0.208 0.002
C 0.817433 -3.255705 0.943417 0.337 0.401 0.286 0.007
H 2.272758 -2.867769 -1.759452 -0.143 -0.203 -0.101 0.000
H 1.258332 -4.336981 -1.670878 0.197 0.204 -0.257 0.000
H -1.022672 -4.638445 -0.694597 -0.064 0.476 -0.033 0.000
H -1.771820 -3.408047 -1.770631 -0.019 -0.129 0.289 0.000
H 0.862298 -3.077709 -2.868900 0.113 -0.102 0.132 0.000
H -2.046124 -3.335101 -0.000871 0.148 -0.130 -0.295 0.000
C -1.497037 -0.108866 -1.331577 -5.431 -0.152 0.814 0.002
O -2.631333 -0.114075 -1.087877 4.056 0.078 -0.610 0.000
C 0.029118 0.075400 1.642194 0.125 -0.074 -0.293 0.464
C -0.023266 0.119958 3.035499 -0.023 0.227 0.643 0.049
C -1.141746 -0.445047 3.729299 0.480 0.412 0.038 0.124
C -1.210703 -0.373545 5.110036 -0.129 0.011 -0.114 -0.013
C -0.212809 0.289743 5.841181 0.147 -0.065 -0.219 0.159
C 0.889199 0.860786 5.179838 0.080 0.071 -0.152 -0.013
C 1.001584 0.773873 3.798912 -0.380 -0.329 0.064 0.125
H 0.963678 0.264996 1.110079 -0.248 0.162 0.136 0.024
H -0.859794 -0.176421 1.069747 0.212 -0.145 0.131 0.026
H -1.920875 -0.916616 3.131419 0.075 0.022 0.268 0.005
H -2.060828 -0.822362 5.625771 0.269 0.159 -0.091 -0.004
H -0.287139 0.354045 6.925979 0.014 -0.005 -0.292 0.008
H 1.659189 1.390268 5.752744 -0.356 -0.272 -0.220 -0.003
H 1.841056 1.227793 3.262328 -0.237 -0.173 0.290 0.005
```
Forces are in eV/Å.

Output
2S+1   2
Orbital gap (alpha / beta)   5.3 / 7.0 eV
Charge   +2



No. 2
Computed, not measured: 2 unconnected molecules or ions with the total composition C4H7N2O3S, with ωB97M-V with the def2-TZVPD basis set.

```
17
Properties=species:S:1:pos:R:3:forces:R:3:nbo_charge:R:1
C 0.662736 1.885699 -1.204567 -0.220 -0.322 0.892 0.746
C -0.772591 0.476326 1.854682 -0.328 -0.526 0.395 0.062
C 0.477152 1.401635 0.275673 -0.092 -0.445 -0.510 0.402
C 0.077640 -2.231602 -1.369678 -0.277 0.190 -0.046 -0.721
N 0.645341 0.160006 2.061554 -0.213 0.031 0.348 -0.507
N 1.331181 0.787383 0.982473 0.717 0.208 -0.290 -0.358
O 1.347953 2.869498 -1.419725 0.487 0.698 -0.035 -0.700
O 0.052968 1.121583 -1.972736 -0.216 -0.179 -0.519 -0.752
O -0.810248 1.349533 0.744078 -0.066 0.255 -0.051 -0.500
S -1.578023 -1.481211 -1.495878 -0.052 -0.376 0.082 -0.186
H -1.317110 -0.448832 1.604375 0.010 0.291 -0.054 0.163
H -1.249033 0.956161 2.719960 0.112 -0.042 -0.056 0.149
H 0.621773 -2.030206 -2.289874 0.089 -0.087 0.074 0.214
H -0.048860 -3.302810 -1.227806 0.080 -0.025 0.005 0.197
H 0.602924 -1.795060 -0.523792 0.109 -0.078 -0.008 0.224
H 1.022316 0.521388 2.934012 -0.123 0.122 -0.224 0.344
H -1.066117 -0.239493 -1.672751 -0.018 0.286 -0.004 0.223
```
Forces are in eV/Å.

Output
2S+1   1
Orbital gap   8.1 eV
Charge   -1



No. 3
Computed, not measured: a molecular structure, C12H10NPtS4Sb, with ωB97M-V with the def2-TZVPD basis set.

```
29
Properties=species:S:1:pos:R:3:forces:R:3:nbo_charge:R:1
Pt 0.102908 -0.136265 -0.064116 -0.032 0.251 -0.250 0.459
S 2.641380 3.445048 -2.729086 0.102 -0.036 -0.060 -0.935
Sb 2.243769 2.378737 -0.751725 -0.270 0.169 0.048 1.416
S 2.239150 -0.024166 -0.908040 0.023 -0.110 -0.005 -0.671
S -0.121666 2.218510 -0.333412 0.064 -0.042 -0.027 -0.876
S 3.358060 3.187559 1.070358 0.084 -0.053 0.010 -0.932
N -1.856604 -0.108877 0.865087 0.529 0.058 -0.053 -0.834
C -2.777626 -1.043919 0.356178 0.055 -0.066 0.046 0.257
C -4.048995 -0.607959 0.003294 -0.002 0.018 0.011 -0.265
C -4.960593 -1.471968 -0.582648 0.019 -0.057 0.001 -0.224
C -4.593385 -2.788749 -0.814159 0.001 0.054 0.013 -0.251
C -3.324951 -3.217666 -0.447335 0.022 -0.023 0.003 -0.199
C -2.387767 -2.375728 0.151626 -0.039 -0.045 0.001 -0.082
C -1.042525 -2.897276 0.531190 -0.074 0.014 -0.027 -0.060
C -0.997629 -4.209118 1.024495 0.012 -0.037 -0.008 -0.244
C 0.200885 -4.824704 1.334979 0.030 0.081 -0.003 -0.278
C 1.380135 -4.107934 1.145807 -0.055 -0.017 -0.009 -0.214
C 1.336458 -2.803249 0.684290 0.045 -0.028 0.051 -0.256
C 0.139184 -2.132762 0.370206 0.031 0.077 0.005 -0.249
H -2.172577 0.850424 0.904912 0.000 0.019 -0.014 0.415
H -1.267764 -0.345243 1.663558 -0.533 -0.232 0.301 0.431
H -4.312538 0.428511 0.182035 0.005 0.001 -0.018 0.202
H -5.943374 -1.112472 -0.862785 0.008 0.002 -0.010 0.197
H -5.278119 -3.475854 -1.296521 -0.007 0.003 0.008 0.195
H -3.027364 -4.236304 -0.663928 -0.009 0.006 0.003 0.207
H -1.926006 -4.749784 1.178672 0.000 0.003 0.018 0.188
H 0.214112 -5.833920 1.731116 0.005 -0.009 -0.014 0.186
H 2.337844 -4.563645 1.377320 -0.003 -0.004 0.004 0.188
H 2.265896 -2.256626 0.572630 -0.010 0.005 -0.025 0.230
```
Forces are in eV/Å.

Output
2S+1   1
Orbital gap   5.6 eV
Charge   -2



No. 4
Computed, not measured: a single C4H8O2 molecule, with ωB97M-V with the def2-TZVPD basis set.

```
14
Properties=species:S:1:pos:R:3:forces:R:3:nbo_charge:R:1
C -0.052012 1.029050 -1.254953 -0.021 0.033 -0.076 -0.609
C 0.017010 0.411455 0.134920 0.011 0.046 -0.033 -0.353
C -0.714173 -0.932242 0.178655 -0.026 0.162 -0.344 -0.045
O -0.575172 -1.490162 1.472828 -0.019 -0.292 0.078 -0.727
C 1.448770 0.211687 0.593519 0.297 0.056 -0.186 0.447
O 2.411974 0.355664 -0.123903 -0.392 -0.050 0.276 -0.525
H 0.458373 1.995637 -1.280357 -0.078 -0.139 0.008 0.226
H -1.091527 1.176541 -1.566067 0.132 -0.022 0.059 0.209
H 0.442582 0.381663 -1.986334 -0.071 0.101 0.102 0.219
H -0.464397 1.062063 0.880051 0.080 -0.066 -0.071 0.220
H -1.774543 -0.771268 -0.069231 0.167 -0.047 0.059 0.168
H -0.290906 -1.592288 -0.592890 -0.024 0.072 0.145 0.167
H -0.552160 -2.449289 1.394376 -0.069 0.117 0.091 0.476
H 1.571074 -0.093832 1.649829 0.013 0.030 -0.106 0.124
```
Forces are in eV/Å.

Output
SMILES   C[C@H](C=O)CO
2S+1   1
Orbital gap   10.3 eV



No. 5
Computed, not measured: a molecular structure, C35H48ClLuN4O6 in a non-equilibrium geometry, with ωB97M-V with the def2-TZVPD basis set.

```
95
Properties=species:S:1:pos:R:3:forces:R:3:lowdin_charge:R:1
O 1.909501 0.863723 -2.908515 -2.642 0.356 -0.863 -0.037
C 0.724024 0.825468 -3.171166 -2.634 -2.741 -1.387 -0.188
C -0.158818 1.930491 -3.672268 2.390 1.538 -0.879 -0.184
C 0.098713 3.184571 -3.082686 0.702 -0.289 -0.519 -0.044
H 0.413999 3.174650 -2.050289 -0.142 0.068 0.267 0.119
C 0.323524 4.317186 -3.848267 -0.598 0.109 -0.365 -0.073
H 0.752035 5.209520 -3.354290 -0.592 -0.425 -0.518 0.112
C 0.095470 4.250200 -5.240093 0.146 -0.448 -0.302 -0.072
H 0.235690 5.171497 -5.848665 -0.067 -0.948 0.391 0.106
C -0.212835 2.998043 -5.862384 -0.189 1.330 0.225 -0.074
H -0.283028 2.955944 -6.969041 -0.046 -0.023 0.921 0.107
C -0.335689 1.845296 -5.083990 0.438 0.212 0.860 -0.036
H -0.343411 0.857688 -5.549102 -0.174 0.245 0.055 0.113
H 0.157315 -0.149380 -3.371803 1.387 0.649 0.508 0.106
C -1.760205 -1.017649 -2.727168 -3.247 -1.916 -0.317 -0.188
C -1.512535 -0.104487 -1.542778 1.643 1.031 -5.052 -0.481
H -2.891560 -1.146389 -2.715272 1.084 -0.611 -0.372 0.071
H -1.348449 -2.022875 -2.709961 0.234 -0.221 0.363 0.045
H -1.605735 -0.692621 -3.793405 0.187 0.478 1.044 0.077
C -2.235358 0.978791 -1.835671 -2.316 1.665 -0.420 -0.236
C -3.724392 0.908203 -2.306390 0.658 0.186 -0.623 -0.095
H -1.970316 2.052046 -1.794645 0.059 -0.749 1.321 0.091
H -3.733426 0.755733 -3.403610 -0.540 0.202 0.393 0.076
H -4.187515 1.862974 -2.018714 0.113 -0.297 -0.415 0.066
H -4.307777 0.099501 -1.798915 0.640 0.499 -0.621 0.045
Lu -1.062330 -0.588432 0.435081 2.991 -0.037 3.920 1.517
Cl -3.615339 -1.199381 0.266159 -1.441 -0.212 0.699 0.802
C -0.849291 1.167398 3.231752 0.432 -1.024 -0.331 -0.279
O -0.229317 0.414888 2.454864 -0.110 1.536 1.112 -0.147
N -1.043403 0.863952 4.521788 0.754 -0.667 -0.092 -0.175
C -0.389566 -0.324772 5.088652 -0.306 -0.669 0.094 -0.028
C -2.067838 1.517883 5.316412 0.506 -0.658 -0.191 -0.039
H -1.297626 2.133569 2.946929 0.067 -0.314 -0.268 0.145
H 0.623575 -0.499111 4.655928 -0.935 0.329 0.250 0.093
H -1.001916 -1.249482 4.914131 0.575 0.780 0.046 0.098
H -0.319800 -0.156568 6.177009 0.126 -0.119 -0.421 0.084
H -2.247463 2.465758 4.842635 -0.321 0.574 0.145 0.080
H -1.678639 1.619820 6.335434 -0.356 0.223 -0.157 0.089
H -2.986815 0.914327 5.302273 0.139 0.213 0.198 0.098
H 4.760287 1.956944 -1.528634 0.217 -0.093 0.013 0.088
H 4.269264 2.310359 0.691439 -0.342 -0.273 -0.003 0.089
C 3.755715 1.624299 -1.777270 0.930 0.148 0.967 -0.066
C 3.206532 2.048404 0.553305 -0.162 0.645 -0.212 -0.036
N 3.124633 1.108104 -0.562236 0.763 1.140 0.867 -0.169
H 3.729676 0.849972 -2.524707 0.793 0.214 -0.037 0.081
C 2.164064 0.190417 -0.655000 -1.149 -0.969 0.994 -0.306
O 1.081251 0.213431 -0.032512 1.902 -0.076 -0.361 -0.098
H 2.805132 1.661449 1.498426 -0.051 -0.087 -0.514 0.094
H 2.526115 -0.672187 -1.253287 -0.782 0.326 -0.002 0.140
H 3.161463 2.482461 -2.112654 0.381 -0.162 -0.105 0.095
H 2.706175 2.996172 0.288486 -0.081 -0.254 0.260 0.094
H -0.212335 -5.557995 0.223040 -0.041 0.030 -0.236 0.091
H 2.261952 -5.781539 -1.298056 -0.311 0.158 -0.052 0.097
C -0.474415 -5.095462 -0.739201 -0.080 0.021 -0.018 0.000
C 1.663134 -5.162589 -1.983346 0.361 0.055 -0.081 -0.037
N 0.662526 -4.366415 -1.287542 0.262 -0.029 -0.066 -0.156
H -1.278059 -4.388392 -0.571023 -0.133 -0.009 0.069 0.089
C 0.804124 -3.059933 -1.099652 -1.702 1.021 1.187 -0.230
O -0.073571 -2.330710 -0.546680 1.785 -2.011 -0.977 -0.176
H 2.350429 -4.509821 -2.530786 -0.148 -0.066 0.103 0.091
H 1.755269 -2.625947 -1.432172 -0.154 -0.118 -0.142 0.138
H -0.780833 -5.846850 -1.478973 0.029 0.132 0.316 0.096
H 1.166427 -5.822850 -2.705922 0.104 0.194 0.177 0.093
C 2.559018 -5.257134 2.836684 0.230 0.084 0.035 -0.064
C 1.101769 -4.904992 2.838620 -0.747 -0.316 0.109 -0.276
C 0.167565 -5.943581 3.012419 0.184 0.006 -0.246 -0.107
C -1.209356 -5.702228 2.954588 -0.147 -0.042 0.249 -0.132
C -1.666644 -4.420018 2.741932 0.554 0.080 0.188 -0.073
C -0.738385 -3.338380 2.593997 -0.474 -0.617 -0.354 -0.370
N -1.262550 -2.127703 2.295689 0.118 1.286 -0.329 -0.111
C -4.500433 -0.089536 1.336049 -0.229 0.311 0.489 -0.475
C -5.506814 -0.613505 2.147309 0.122 -0.193 0.381 -0.097
C -6.271017 0.234951 2.955347 0.207 0.422 -0.834 -0.073
C -6.042454 1.615616 2.860818 -0.516 -0.179 0.173 -0.076
C -5.050276 2.140348 2.049143 0.255 -0.520 0.874 -0.017
C -4.221114 1.278310 1.343262 0.104 -0.084 -0.253 -0.139
C -3.063088 1.936640 0.638972 -0.426 0.292 -1.607 -0.609
O -3.352090 2.908026 -0.077139 0.774 -0.545 1.335 0.035
O -1.926562 1.362189 0.794753 -0.933 0.853 0.115 -0.207
C 0.675966 -3.583737 2.666021 -0.753 -0.025 -0.197 -0.183
C 1.678610 -2.454910 2.543069 0.205 0.215 0.071 -0.050
H 3.025287 -4.969994 1.880756 0.021 -0.002 0.312 0.079
H 3.096326 -4.754855 3.655834 -0.035 -0.110 -0.300 0.081
H 2.675678 -6.334164 2.961816 0.097 0.047 0.003 0.068
H 0.537081 -6.955008 3.161391 -0.061 0.095 -0.004 0.089
H -1.935595 -6.513851 3.083260 0.392 0.186 -0.071 0.097
H -2.739682 -4.178764 2.639844 0.646 -0.242 0.092 0.102
H -2.173185 -2.035888 2.747288 -0.023 -0.229 -0.360 0.018
H -5.642743 -1.689601 2.228106 -0.056 0.169 -0.297 0.106
H -7.090064 -0.167708 3.557106 0.441 0.152 -0.104 0.108
H -6.661455 2.304945 3.417062 -0.069 -0.035 0.170 0.101
H -4.783338 3.196858 2.083336 -0.319 -0.255 -0.275 0.129
H 1.258304 -1.462716 2.763791 -0.188 -0.445 -0.133 0.042
H 2.532225 -2.596086 3.225594 -0.249 -0.075 -0.148 0.073
H 2.122608 -2.376019 1.537383 -0.131 -0.078 0.071 0.068
```
Forces are in eV/Å.

Output
2S+1   1
Orbital gap   6.5 eV



No. 6
Computed, not measured: a molecular structure, C9H7N2O5Zn in a non-equilibrium geometry, with ωB97M-V with the def2-TZVPD basis set.

```
24
Properties=species:S:1:pos:R:3:forces:R:3:nbo_charge:R:1
O -1.096289 2.326777 -4.390912 -0.141 0.620 -1.428 -0.520
C -1.520861 1.356826 -3.854350 0.558 -0.993 1.915 -0.134
Zn -1.111311 0.945479 -1.883343 -0.482 0.604 -0.806 1.333
C -1.427604 0.849452 0.168397 -1.505 1.102 1.590 0.277
O -2.100634 1.095227 1.093009 1.536 -0.732 -1.870 -0.454
C -1.350298 -1.212498 -2.113683 -0.312 -4.513 1.090 0.435
O -1.422354 -2.338688 -1.900910 0.241 3.672 -0.931 -0.390
C 1.046005 0.997566 -1.795662 4.772 -0.187 0.059 0.439
O 2.195257 0.962170 -1.833660 -3.842 0.210 -0.134 -0.397
C -3.457206 1.090888 -1.773458 -4.265 -0.428 0.412 0.443
O -4.597134 1.041460 -1.691715 2.964 0.305 -0.322 -0.412
H -2.156940 0.525874 -4.331990 0.065 0.758 -0.492 0.078
C 2.859111 -0.258801 2.808942 0.519 0.029 0.361 -0.414
N 1.618637 -0.517860 2.091479 -0.480 0.287 -0.537 -0.302
C 0.783889 -1.614244 2.258753 -0.046 0.486 -0.335 -0.039
C -0.241835 -1.452274 1.378577 0.482 0.323 -0.121 -0.072
N -0.017486 -0.293861 0.653191 -0.034 -0.111 0.708 -0.500
C 1.081670 0.273738 1.121337 0.394 -1.220 1.088 0.213
H 2.681188 -0.147413 3.887850 -0.096 -0.028 -0.393 0.235
H 3.575414 -1.078911 2.660476 -0.304 0.241 -0.054 0.233
H 3.304809 0.667305 2.430862 -0.145 -0.238 0.078 0.229
H 0.970426 -2.395050 2.977079 0.129 0.089 -0.013 0.251
H -1.115306 -2.055489 1.200589 0.046 -0.077 0.075 0.239
H 1.498847 1.232324 0.839136 -0.052 -0.198 0.059 0.227
```
Forces are in eV/Å.

Output
2S+1   1
Orbital gap   6.6 eV
Charge   +1